{
  "formula": "C20H27N2O4PRu",
  "method": "ωB97M-V/def2-TZVPD",
  "symbols": ["C", "C", "C", "C", "C", "C", "C", "C", "N", "Ru", "C", "P", "H", "H", "H", "H", "H", "H", "H", "H", "C", "C", "H", "C", "C", "H", "H", "H", "H", "H", "H", "H", "H", "H", "H", "H", "H", "H", "H", "O", "C", "O", "C", "C", "C", "C", "C", "C", "N", "O", "O", "H", "H", "H", "H"],
  "coordinates": [[0.5666, 3.3990, -3.2906], [-0.6995, 3.0376, -2.8217], [-0.8532, 1.8917, -2.0307], [0.2653, 1.1180, -1.6827], [1.5219, 1.4633, -2.2117], [1.6828, 2.6150, -2.9901], [-2.2332, 1.5273, -1.5913], [-2.4329, 0.0347, -1.4617], [-1.8319, -0.7142, -2.6559], [0.0399, -0.5812, -0.5509], [2.7156, 0.6114, -1.9516], [2.1077, -0.9391, -1.1570], [-1.5926, 3.6168, -3.0620], [2.6846, 2.8374, -3.3545], [0.6867, 4.2926, -3.8977], [3.4129, 1.1312, -1.2707], [3.2650, 0.4050, -2.8844], [-2.4208, 1.9640, -0.5995], [-2.9741, 1.9474, -2.2817], [-1.9859, -0.3779, -0.5163], [3.4551, -1.2034, 0.0212], [2.3196, -2.1760, -2.4529], [-3.4987, -0.2277, -1.4970], [-2.4091, -0.2800, -4.0203], [-1.9502, -2.1765, -2.3310], [1.1234, -1.6274, 0.3419], [-2.8380, -1.1738, -4.4742], [-3.2167, 0.4516, -3.8615], [-1.6104, 0.1591, -4.6645], [-2.0247, -2.7670, -3.2583], [-1.0419, -2.4530, -1.7362], [-2.8486, -2.2788, -1.6904], [3.3634, -2.4687, -2.5936], [1.7447, -3.0472, -2.1248], [1.9075, -1.8316, -3.4048], [4.4490, -1.2138, -0.4445], [3.3863, -0.4063, 0.7726], [3.2438, -2.1608, 0.5081], [-0.8189, -0.5082, -2.7657], [-1.5275, 1.5745, 1.4336], [-0.5400, 0.9830, 1.8739], [0.3267, 0.2893, 1.1596], [-0.2358, 0.9101, 3.3612], [0.8060, 0.0783, 3.8434], [0.9419, -0.1680, 5.2107], [0.0089, 0.4150, 6.1003], [-0.9337, 1.3605, 5.6373], [-1.0582, 1.5884, 4.2748], [-0.1491, -0.1270, 7.4093], [0.5799, -1.0700, 7.7823], [-1.0569, 0.3594, 8.1260], [1.5096, -0.4010, 3.1489], [1.7226, -0.8226, 5.6098], [-1.5827, 1.8647, 6.3351], [-1.8073, 2.2730, 3.8828]],
  "lumo_energy_ev": [-7.424, -11.096],
  "total_charge": 2,
  "homo_energy_ev": [-13.506, -14.208],
  "fmax_ev_per_a": 4.6,
  "relative_energy_kcal_mol": 2.8,
  "total_energy_ha": -1624.14270,
  "spin_multiplicity": 5,
  "orbital_gap_ev": [6.08, 3.11]
}

{
  "formula": "C3H8INOS",
  "method": "ωB97M-V/def2-TZVPD",
  "symbols": ["C", "C", "C", "N", "O", "S", "I", "H", "H", "H", "H", "H", "H", "H", "H"],
  "coordinates": [[-2.7662, 0.3045, 1.3038], [2.3097, 0.3716, -1.4944], [-2.1310, -0.4020, 0.1359], [-0.9336, -0.4851, -0.1725], [2.2064, 0.3339, 1.0611], [2.2101, -0.6536, 0.0398], [4.3935, -1.5062, -0.2462], [-2.1551, 1.2353, 1.4801], [-3.7462, 0.4717, 0.9475], [-2.7703, -0.3237, 2.2409], [2.7489, -0.1450, -2.2845], [2.7139, 1.3908, -1.5225], [1.1928, 0.5064, -1.6461], [-2.9519, -1.0399, -0.3620], [-0.3211, -0.0588, 0.5191]],
  "lumo_energy_ev": -0.029,
  "homo_energy_ev": -9.331,
  "fmax_ev_per_a": 3.5,
  "relative_energy_kcal_mol": 28.0,
  "total_energy_ha": -944.90489,
  "orbital_gap_ev": 9.30
}

{
  "formula": "C35H50BrClIN4O6PRuS2Si",
  "method": "ωB97M-V/def2-TZVPD",
  "symbols": ["Ru", "O", "Cl", "O", "O", "O", "S", "P", "S", "C", "C", "C", "C", "C", "C", "C", "C", "C", "C", "C", "C", "H", "H", "H", "H", "H", "H", "H", "H", "H", "H", "C", "C", "C", "C", "Si", "Br", "C", "C", "C", "C", "C", "C", "C", "C", "H", "H", "H", "H", "H", "H", "H", "H", "H", "H", "H", "H", "H", "H", "H", "H", "H", "H", "H", "H", "H", "H", "H", "H", "H", "H", "H", "N", "C", "C", "C", "C", "C", "N", "H", "H", "H", "H", "H", "H", "C", "N", "C", "C", "C", "O", "N", "C", "O", "H", "H", "H", "H", "H", "I", "C", "H", "H"],
  "coordinates": [[-0.9958, 0.0256, 0.3272], [-1.0433, 4.0785, -0.4292], [-1.6408, 3.1712, 0.4892], [-2.4393, 3.8680, 1.4179], [-0.6178, 2.4177, 1.1580], [-2.4553, 2.2351, -0.2523], [-1.5082, 1.6946, 7.5880], [-0.4353, 0.9198, 6.1127], [-1.3874, 0.9367, 4.3676], [1.2145, 1.7267, 6.0522], [1.9223, 1.8229, 7.2439], [3.1879, 2.3750, 7.2515], [3.7473, 2.8323, 6.0689], [3.0342, 2.7540, 4.8853], [1.7611, 2.2089, 4.8739], [0.0279, -0.8110, 6.5081], [1.2200, -1.3423, 6.0397], [1.5257, -2.6684, 6.2814], [0.6347, -3.4694, 6.9765], [-0.5562, -2.9390, 7.4461], [-0.8603, -1.6109, 7.2115], [1.4667, 1.4698, 8.1593], [3.7410, 2.4444, 8.1778], [4.7395, 3.2594, 6.0750], [3.4700, 3.1162, 3.9669], [1.1894, 2.1516, 3.9592], [1.9061, -0.7128, 5.4920], [2.4650, -3.0765, 5.9330], [0.8719, -4.5082, 7.1590], [-1.2440, -3.5609, 8.0019], [-1.7777, -1.1760, 7.5833], [-1.9744, 3.7811, -3.5648], [-1.2609, 2.8622, -4.5652], [-2.0446, 2.8933, -5.8820], [0.1239, 3.4743, -4.7999], [-1.0782, 1.0312, -3.8911], [-0.0119, 1.3436, -1.8160], [-2.7760, 0.1025, -3.5782], [-3.3612, -0.5088, -4.8579], [-3.8196, 1.0651, -3.0019], [-2.5959, -1.0063, -2.5419], [0.2748, -0.0633, -4.8324], [1.7031, 0.3516, -4.4508], [0.1325, 0.0688, -6.3522], [0.1483, -1.5453, -4.4647], [-1.9897, 4.7942, -3.9660], [-1.4612, 3.8119, -2.6077], [-3.0021, 3.4854, -3.3930], [-2.1007, 3.9179, -6.2480], [-3.0613, 2.5371, -5.7393], [-1.5695, 2.2830, -6.6449], [0.0133, 4.5145, -5.1018], [0.6676, 2.9553, -5.5841], [0.7005, 3.4483, -3.8798], [-3.5465, 0.2562, -5.6069], [-4.3097, -0.9920, -4.6267], [-2.7025, -1.2554, -5.2907], [-4.1398, 1.7912, -3.7445], [-3.4337, 1.5796, -2.1243], [-4.7016, 0.5022, -2.6973], [-1.8918, -1.7695, -2.8534], [-3.5472, -1.5000, -2.3499], [-2.2499, -0.5816, -1.5813], [1.8756, 1.4141, -4.5799], [2.4143, -0.1869, -5.0773], [1.9137, 0.1105, -3.4136], [0.3892, 1.0737, -6.6739], [-0.8787, -0.1565, -6.6799], [0.8127, -0.6227, -6.8488], [0.2229, -1.6772, -3.3898], [0.9568, -2.1086, -4.9277], [-0.7867, -1.9702, -4.8139], [-0.6492, -2.2155, 2.7699], [0.5359, -1.6020, 2.5502], [1.7579, -2.2045, 2.8904], [2.9179, -1.4799, 2.7405], [2.8534, -0.1756, 2.2595], [1.6189, 0.3319, 1.9064], [0.4953, -0.3621, 2.0449], [-0.6691, -3.2156, 2.8608], [-1.4432, -1.7997, 2.2944], [1.7593, -3.2202, 3.2599], [3.8727, -1.9275, 2.9800], [3.7445, 0.4130, 2.1233], [1.5028, 1.3314, 1.5058], [3.7985, -2.8870, -2.1337], [2.4550, -2.8372, -1.6079], [1.6371, -3.9115, -1.6525], [0.3870, -3.8781, -1.1485], [-0.0730, -2.6352, -0.5788], [-1.2075, -2.4831, -0.0866], [0.7536, -1.5731, -0.5877], [2.0046, -1.5969, -1.0585], [2.7727, -0.6548, -1.0598], [3.8352, -3.5066, -3.0311], [4.4975, -3.2838, -1.3904], [4.0881, -1.8611, -2.3671], [2.0512, -4.7989, -2.1158], [-0.2851, -4.7172, -1.1792], [-4.1539, -2.2312, 0.8529], [-3.1626, -0.3673, 1.1168], [-3.7532, 0.3690, 0.5766], [-3.1590, -0.1563, 2.1862]],
  "lumo_energy_ev": [1.865, 0.199],
  "total_charge": -1,
  "homo_energy_ev": [-3.964, -3.944],
  "fmax_ev_per_a": 2.1,
  "relative_energy_kcal_mol": 49.3,
  "total_energy_ha": -6888.03216,
  "spin_multiplicity": 6,
  "orbital_gap_ev": [5.83, 4.14]
}